(1)
2 unconnected molecules or ions with the total composition C5H7NO at a distorted geometry, computed with ωB97M-V with the def2-TZVPD basis set.

Atoms and positions in Å:
1 C -1.64 -0.41 -1.32
2 C -0.50 -0.44 -0.68
3 C -1.22 0.78 -0.66
4 C 2.04 -0.30 -0.24
5 C 0.74 -1.15 -0.16
6 N -2.24 1.87 1.11
7 O -1.43 1.76 2.13
8 H -2.35 -0.99 -1.90
9 H 3.03 -0.87 -0.19
10 H 1.87 0.38 0.53
11 H 2.05 0.11 -1.26
12 H 0.42 -1.30 0.80
13 H 0.74 -2.00 -0.81
14 H -1.51 2.57 2.66

Energy: -324.386839 hartree
Highest occupied orbital energy (alpha / beta): -0.298 / -0.275 hartree
Orbital gap (alpha / beta): 8.68 / 8.40 eV


(2)
7 unconnected molecules or ions with the total composition C28H60F4N9O7 at a distorted geometry, computed with ωB97M-V with the def2-TZVPD basis set.

Atoms and positions in Å:
1 C 0.76 4.35 2.32
2 C 0.26 2.86 1.91
3 C -0.88 2.36 2.92
4 C -1.86 1.40 2.14
5 C -2.44 0.26 3.08
6 C -3.58 -0.63 2.43
7 C -4.95 0.23 2.52
8 F -3.39 -0.87 1.02
9 N -1.27 -0.51 3.63
10 C -0.47 -1.18 2.57
11 O 0.78 -0.47 2.34
12 C 1.52 -1.00 1.28
13 F 2.86 -1.04 1.71
14 F 1.51 -0.25 0.12
15 F 1.18 -2.30 0.93
16 C -0.41 0.41 4.35
17 N 0.42 -0.14 5.30
18 N -0.35 1.83 4.22
19 H 0.94 4.44 3.44
20 H 1.73 4.57 1.77
21 H -0.01 5.14 2.04
22 H 1.13 2.15 1.79
23 H -0.27 3.01 0.90
24 H -1.49 3.30 3.18
25 H -2.76 2.02 1.80
26 H -1.42 0.98 1.17
27 H -2.91 0.79 3.98
28 H -3.80 -1.59 3.01
29 H -4.97 0.83 1.55
30 H -4.94 0.99 3.36
31 H -5.87 -0.43 2.50
32 H -1.00 -1.31 1.58
33 H -0.23 -2.23 2.96
34 H 1.27 -0.65 5.03
35 H 0.18 -0.15 6.30
36 H 0.64 2.11 4.28
37 C 4.97 -1.86 -0.61
38 C 5.50 -3.06 -1.35
39 O 6.65 -3.45 -1.22
40 N 4.65 -3.71 -2.19
41 C 3.27 -3.39 -2.48
42 H 5.75 -1.44 0.02
43 H 4.65 -1.09 -1.32
44 H 4.13 -2.16 0.03
45 H 5.08 -4.50 -2.66
46 H 2.66 -4.26 -2.22
47 H 3.18 -3.20 -3.56
48 H 2.92 -2.52 -1.93
49 C 3.07 3.01 -4.64
50 C 3.42 2.82 -3.19
51 O 3.07 3.61 -2.32
52 N 4.15 1.72 -2.86
53 C 4.66 0.68 -3.73
54 H 2.49 3.92 -4.76
55 H 3.98 3.10 -5.24
56 H 2.47 2.17 -5.00
57 H 4.35 1.65 -1.87
58 H 4.24 -0.28 -3.40
59 H 5.74 0.65 -3.64
60 H 4.39 0.85 -4.77
61 C -6.89 -3.95 0.98
62 C -7.09 -3.23 2.29
63 O -6.34 -2.33 2.66
64 N -8.14 -3.61 3.06
65 C -9.12 -4.64 2.79
66 H -6.01 -3.55 0.47
67 H -6.72 -5.02 1.16
68 H -7.76 -3.81 0.34
69 H -8.22 -3.08 3.92
70 H -10.11 -4.18 2.78
71 H -9.08 -5.37 3.60
72 H -8.95 -5.14 1.84
73 C -9.30 1.98 0.48
74 C -8.21 1.85 1.51
75 O -7.08 1.49 1.21
76 N -8.52 2.14 2.80
77 C -9.79 2.58 3.33
78 H -8.91 1.72 -0.50
79 H -10.13 1.31 0.71
80 H -9.66 3.01 0.44
81 H -7.75 2.03 3.43
82 H -9.65 3.55 3.81
83 H -10.12 1.85 4.08
84 H -10.56 2.66 2.56
85 C 1.43 5.41 -7.37
86 C 2.25 4.27 -7.91
87 O 2.18 3.14 -7.44
88 N 3.09 4.52 -8.94
89 C 3.31 5.78 -9.63
90 H 0.80 5.06 -6.55
91 H 2.08 6.20 -7.00
92 H 0.77 5.80 -8.16
93 H 3.61 3.71 -9.25
94 H 3.07 5.65 -10.68
95 H 4.37 6.05 -9.53
96 H 2.70 6.58 -9.21
97 C 8.92 -5.09 0.27
98 C 10.02 -5.23 1.28
99 O 11.15 -5.58 0.97
100 N 9.72 -4.97 2.58
101 C 8.45 -4.55 3.14
102 H 9.30 -5.33 -0.72
103 H 8.10 -5.77 0.50
104 H 8.56 -4.06 0.25
105 H 10.50 -5.09 3.21
106 H 8.58 -3.59 3.63
107 H 8.13 -5.29 3.88
108 H 7.68 -4.46 2.37

Energy: -2521.595183 hartree
Highest occupied orbital energy: -0.375 hartree
Total charge: +1
Orbital gap: 5.62 eV


(3)
A single C14H17NO3S molecule at a distorted geometry, computed with ωB97M-V with the def2-TZVPD basis set.

Atoms and positions in Å:
1 C -3.67 -0.42 2.11
2 C -2.92 0.08 0.74
3 C -1.43 -0.19 0.61
4 C -1.31 -1.81 0.42
5 H -1.69 -2.52 1.16
6 H -1.92 -2.21 -0.41
7 O -0.06 -2.20 0.52
8 C 0.57 -2.03 -0.98
9 O -0.04 -1.79 -1.98
10 C 2.11 -2.39 -0.76
11 H 2.25 -2.99 -1.38
12 H 2.23 -2.49 0.17
13 C 2.90 -1.30 -1.33
14 N 2.58 0.12 -0.39
15 C 3.05 0.25 0.70
16 S 4.12 -0.67 1.71
17 O 2.53 1.20 1.41
18 C 1.56 1.79 0.52
19 C 0.88 3.05 0.46
20 C -0.07 3.24 -0.45
21 C -0.07 2.37 -1.78
22 C 0.68 1.36 -1.62
23 C 1.61 1.12 -0.64
24 H 0.73 0.67 -2.47
25 H -0.69 2.77 -2.76
26 H -0.62 4.06 -0.55
27 H 0.78 3.38 1.40
28 H 2.68 -0.73 -2.29
29 H 3.87 -1.36 -0.99
30 H -1.13 0.20 -0.16
31 H -1.05 0.16 1.48
32 H -3.18 1.15 0.59
33 H -3.58 -0.27 -0.10
34 H -4.76 -0.18 2.08
35 H -3.20 -0.14 2.90
36 H -3.72 -1.30 2.08

SMILES: CCCCOC(=O)CCn1c(=S)oc2ccccc21
Energy: -1221.945810 hartree
Highest occupied orbital energy: -0.287 hartree
Orbital gap: 8.32 eV


(4)
A molecular structure, C2H2N2P2 at a distorted geometry, computed with ωB97M-V with the def2-TZVPD basis set.

Atoms and positions in Å:
1 C -1.26 -1.23 -0.08
2 C -0.77 1.55 0.16
3 N -1.76 -1.75 -1.01
4 N -1.03 2.57 -0.27
5 P 1.46 -0.84 0.11
6 P -0.38 -0.45 1.21
7 H 1.45 -0.04 -1.14
8 H 2.29 0.19 1.02

Energy: -869.513348 hartree
Highest occupied orbital energy: -0.394 hartree
Orbital gap: 8.86 eV


(5)
A gas-phase ion, C3H7OS2 (charge -1) at a distorted geometry, computed with ωB97M-V with the def2-TZVPD basis set.

Atoms and positions in Å:
1 C 0.54 -0.16 0.88
2 C 1.76 -0.94 0.32
3 O 1.41 -2.11 -0.22
4 C -0.46 0.00 -0.25
5 S -1.69 1.23 0.25
6 S -2.52 1.59 -1.67
7 H 0.08 -0.75 1.68
8 H 0.87 0.82 1.22
9 H 2.55 -0.96 1.12
10 H 2.20 -0.24 -0.44
11 H -0.10 0.35 -1.22
12 H -0.98 -0.92 -0.52
13 H -3.67 2.09 -1.15

SMILES: [O-]CCCSS
Energy: -990.101055 hartree
Highest occupied orbital energy: -0.093 hartree
Total charge: -1
Orbital gap: 5.35 eV


(6)
A molecular structure, C20H24F3N2SSn, computed with ωB97M-V with the def2-TZVPD basis set.

Atoms and positions in Å:
1 Sn -0.02 -1.16 2.79
2 S -3.17 2.14 4.54
3 C -2.34 0.92 3.86
4 N -1.74 0.04 3.37
5 C 2.60 3.64 -1.22
6 C 1.96 3.00 -0.02
7 C 1.97 3.64 1.21
8 C 1.34 3.03 2.29
9 C 1.27 3.72 3.63
10 C 0.73 1.80 2.13
11 C 0.72 1.09 0.91
12 C 1.35 1.76 -0.16
13 N 0.11 -0.15 0.85
14 C -0.16 -0.80 -0.43
15 C 1.12 -1.28 -1.16
16 C 0.76 -2.00 -2.47
17 C -0.07 -3.25 -2.15
18 C -1.35 -2.82 -1.43
19 C -2.17 -1.91 -2.34
20 C -1.35 -0.66 -2.66
21 C -0.05 -1.06 -3.36
22 C -1.02 0.08 -1.36
23 C -0.98 -2.06 -0.15
24 H 3.03 4.60 -0.97
25 H 1.87 3.79 -2.02
26 H 3.40 3.01 -1.63
27 H 2.44 4.61 1.32
28 H 1.74 4.70 3.59
29 H 1.79 3.13 4.40
30 H 0.24 3.84 3.95
31 H 0.18 1.43 2.98
32 H 1.37 1.32 -1.15
33 H 1.66 -1.96 -0.49
34 H 1.80 -0.46 -1.39
35 H 1.68 -2.30 -2.98
36 H 0.50 -3.93 -1.52
37 H -0.32 -3.78 -3.07
38 H -1.94 -3.70 -1.15
39 H -3.10 -1.63 -1.85
40 H -2.43 -2.44 -3.27
41 H -1.93 0.01 -3.31
42 H 0.54 -0.17 -3.60
43 H -0.28 -1.56 -4.31
44 H -1.94 0.33 -0.82
45 H -0.53 1.02 -1.59
46 H -0.41 -2.73 0.50
47 H -1.89 -1.77 0.37
48 F -0.92 -4.07 2.32
49 C -1.52 -2.91 2.77
50 F -2.74 -2.92 2.17
51 F -1.79 -3.17 4.09

Energy: -1798.250336 hartree
Highest occupied orbital energy: -0.162 hartree
Total charge: -1
Orbital gap: 7.10 eV